ORCA calculation (ωB97M-V/def2-TZVPD) on a molecular structure, C28H52Br12IInNO.

## Properties
Charge: -1
E_LUMO in eV: 1.6628
Kohn-Sham gap in eV: 6.631
E_tot in eV: -887190.4759

Each line ends with the Mulliken charge.
Positions of all 96 atoms, in Å:
I1 0.28 -3.43 3.46  -0.5060
In1 1.18 -2.77 0.81  0.8318
Br1 -4.73 5.85 -4.60  -0.0931
Br2 11.01 1.39 -3.17  -0.1481
Br3 10.16 -2.19 -2.83  -0.1241
Br4 -6.00 -2.12 4.72  -0.0422
Br5 6.89 1.29 -0.48  -0.1618
Br6 -4.37 -0.46 -1.90  0.0421
Br7 10.13 -0.02 0.71  -0.1142
Br8 -2.40 8.71 -4.76  -0.1455
Br9 -1.13 3.50 0.15  0.0059
Br10 -3.91 0.33 6.51  -0.1193
Br11 -4.38 4.81 -1.04  -0.1377
Br12 -5.25 1.88 -4.63  -0.1428
O1 5.63 -3.20 -0.35  -0.4326
N1 -5.30 -4.16 2.95  -0.7287
C1 -0.73 -0.07 0.57  1.0349
C2 9.10 -0.72 -3.54  -0.3143
C3 -4.34 8.69 -4.59  -0.5389
C4 -3.00 0.41 2.33  -0.0602
C5 3.44 -3.09 0.86  -0.5480
C6 9.95 0.24 -4.34  -0.5319
C7 -3.92 1.15 1.14  -0.0792
C8 0.80 -0.60 0.26  -1.0337
C9 6.30 -2.08 0.33  0.2368
C10 -5.39 -0.07 -4.55  -0.5421
C11 -2.22 -4.32 0.91  -0.0966
C12 -6.53 -0.63 5.87  -0.5832
C13 0.08 -4.15 -0.62  -0.9516
C14 -1.49 -0.17 2.05  -0.3220
C15 -1.77 5.34 0.02  -0.6090
C16 9.50 1.82 0.58  -0.4912
C17 4.18 -2.89 -0.59  -0.1762
C18 -5.64 0.57 5.64  -0.3785
C19 -3.79 -4.81 0.89  -0.6126
C20 6.68 -2.34 1.90  -0.7740
C21 -5.84 -0.53 -3.19  -0.6770
C22 -3.17 1.26 -0.34  -0.7481
C23 -4.20 -5.12 2.48  -0.2931
C24 8.04 1.92 0.96  -0.5371
C25 -1.58 -3.96 -0.56  -0.2039
C26 -3.22 5.45 0.40  -0.6298
C27 -1.64 0.67 -0.62  -0.9316
C28 -4.80 7.57 -3.68  -0.5854
H1 -1.91 -2.89 -0.91  0.0273
H2 0.98 -0.50 -0.91  0.2359
H3 -6.65 0.06 -2.77  0.3586
H4 -4.66 -6.20 2.60  0.2254
H5 7.33 -1.88 -0.24  0.0838
H6 -3.48 4.87 1.30  0.3837
H7 -5.85 7.70 -3.40  0.3493
H8 8.60 -0.24 -2.69  0.0381
H9 0.31 -5.25 -0.29  0.2620
H10 -6.14 -1.58 -3.22  0.3242
H11 -6.07 1.46 6.11  0.3722
H12 -5.44 0.77 4.59  0.1570
H13 -3.51 6.49 0.55  0.3763
H14 -2.00 -4.72 -1.38  0.2905
H15 -4.60 9.66 -4.16  0.3485
H16 -6.51 -1.00 6.90  0.3931
H17 -5.00 1.56 1.37  0.2969
H18 3.60 -4.17 1.33  0.1700
H19 -4.75 8.62 -5.60  0.3614
H20 -1.14 5.91 0.72  0.3322
H21 9.71 2.16 -0.44  0.2238
H22 10.66 -0.27 -5.01  0.3774
H23 8.35 -1.19 -4.18  0.3676
H24 -1.21 0.80 -1.73  0.1007
H25 7.78 1.35 1.85  0.3318
H26 -3.31 -4.97 3.22  0.2640
H27 7.59 -3.08 2.06  0.2647
H28 -4.45 -3.90 0.56  0.1458
H29 7.76 2.97 1.11  0.3650
H30 -3.51 0.35 3.39  -0.2209
H31 -1.56 5.68 -1.00  0.3330
H32 3.74 -3.72 -1.32  0.1992
H33 5.68 -1.07 0.27  0.0265
H34 7.03 -1.29 2.35  0.1274
H35 10.12 2.38 1.28  0.3606
H36 3.84 -2.31 1.67  -0.0225
H37 -5.09 -3.20 2.59  0.2848
H38 -3.78 1.81 -1.21  0.5516
H39 -1.55 -5.15 1.39  0.2419
H40 -5.32 -4.10 4.00  0.1860
H41 -7.56 -0.41 5.59  0.3340
H42 -0.92 -0.65 2.95  0.2307
H43 9.33 0.92 -4.92  0.3433
H44 0.41 -3.96 -1.75  0.2371
H45 4.09 -1.80 -1.02  0.1744
H46 1.53 0.17 0.78  0.2625
H47 -6.13 -0.33 -5.31  0.3444
H48 -2.18 -3.32 1.55  -0.0134
H49 -3.94 -5.78 0.26  0.3052
H50 5.79 -2.70 2.58  0.2466
H51 -4.19 7.47 -2.78  0.2759
H52 -4.42 -0.47 -4.85  0.3585

***

ORCA calculation (ωB97M-V/def2-TZVPD) on a molecular structure, C28H52BrGeN4O2SSm.

## Properties
Multiplicity: 6
Energy above the lowest of the compared OMol25 structures with the same formula, charge and spin in kcal per mole: 27.7
E_LUMO (spin up / spin down) in eV: 0.0828 / 0.0824
<S²>: 8.79
Kohn-Sham gap (spin up / spin down) in eV: 5.520 / 5.521
E_tot in eV: -195230.6587

Each line ends with the Mulliken spin population.
Positions of all 90 atoms, in Å:
Sm1 -0.46 -0.54 -1.30  5.1345
Br1 -1.25 2.70 -0.10  0.0014
Ge1 -4.09 -1.60 -2.74  0.0072
S1 1.94 -2.32 -3.33  -0.0029
O1 0.77 0.45 0.30  -0.0046
O2 1.28 -1.91 -2.03  0.0008
N1 -0.77 -2.69 0.50  -0.0005
N2 0.68 1.23 -2.87  0.0004
N3 -2.43 -0.42 0.37  -0.0098
N4 1.77 3.03 -3.23  0.0000
C1 -5.27 -0.03 -2.98  -0.0065
C2 1.91 1.23 2.19  -0.0010
C3 -2.27 -1.46 -2.32  -0.1230
C4 2.29 4.12 5.32  -0.0001
C5 -4.45 -2.68 -4.31  -0.0068
C6 3.98 0.53 1.03  0.0002
C7 3.01 0.12 2.16  0.0001
C8 -0.10 4.68 4.95  0.0000
C9 -2.38 -0.56 1.82  0.0042
C10 -2.37 -1.99 2.28  -0.0011
C11 1.21 3.43 3.15  0.0007
C12 0.03 1.87 -3.93  0.0021
C13 1.71 1.93 -2.50  0.0018
C14 -5.18 -2.56 -1.40  -0.0015
C15 2.32 -4.06 -3.13  0.0003
C16 3.70 -0.05 3.50  0.0000
C17 1.72 5.87 3.66  0.0001
C18 0.57 -2.70 -4.43  0.0136
C19 0.89 1.33 1.22  -0.0018
C20 1.27 4.48 4.31  0.0000
C21 0.23 3.54 2.17  -0.0004
C22 0.45 -4.22 -4.59  0.0016
C23 0.11 2.52 1.26  -0.0072
C24 0.73 3.02 -4.16  -0.0003
C25 2.04 2.29 3.13  -0.0001
C26 2.49 -1.38 1.91  -0.0004
C27 -1.08 -2.73 1.95  0.0020
C28 1.81 -4.88 -4.27  -0.0007
H1 -6.27 -2.53 -1.76  0.0000
H2 1.54 -5.83 -3.83  0.0001
H3 1.88 6.64 4.38  0.0000
H4 -0.45 4.32 2.08  -0.0002
H5 -0.37 -2.30 -3.97  -0.0054
H6 -0.82 1.41 -4.41  -0.0005
H7 -3.60 -3.39 -4.36  0.0014
H8 2.85 2.13 3.79  -0.0001
H9 3.40 -1.98 2.00  0.0000
H10 -2.91 -1.19 -0.04  0.0014
H11 2.37 1.71 -1.63  0.0000
H12 0.95 6.29 3.02  0.0000
H13 -4.87 -3.69 -1.24  0.0005
H14 -0.03 5.43 5.76  0.0000
H15 -2.51 -2.02 3.36  0.0001
H16 -1.71 -1.17 -3.25  0.0009
H17 1.92 -1.74 2.83  0.0000
H18 0.00 -4.49 -5.54  0.0004
H19 4.50 -0.73 3.31  0.0000
H20 4.18 0.86 3.93  0.0000
H21 2.64 5.79 3.09  0.0000
H22 -3.22 -2.55 1.83  0.0000
H23 3.40 -4.10 -2.94  0.0000
H24 2.05 3.15 5.70  0.0000
H25 4.67 1.37 1.22  0.0000
H26 -4.75 0.91 -2.90  0.0003
H27 -5.74 -0.13 -3.96  -0.0001
H28 3.29 3.91 4.89  0.0000
H29 -4.48 -2.27 -5.34  0.0000
H30 -0.17 -2.12 2.38  -0.0005
H31 3.45 0.80 0.11  -0.0005
H32 4.69 -0.27 0.84  0.0000
H33 0.72 -2.16 -5.37  0.0005
H34 -1.10 -3.74 2.35  0.0000
H35 3.00 -0.41 4.28  0.0000
H36 -3.15 0.00 2.35  -0.0005
H37 -0.49 3.82 5.49  0.0000
H38 2.47 -4.91 -5.15  0.0000
H39 -5.30 -2.17 -0.38  0.0000
H40 0.03 -3.27 0.21  0.0005
H41 2.42 3.75 -3.18  0.0000
H42 -5.97 0.03 -2.15  0.0006
H43 -0.16 -4.53 -3.76  -0.0009
H44 1.80 -4.36 -2.19  0.0002
H45 1.98 -1.50 0.96  0.0012
H46 -2.83 0.41 0.05  0.0007
H47 -1.42 -0.16 2.21  -0.0009
H48 2.42 4.90 6.14  0.0000
H49 -0.83 4.96 4.22  0.0000
H50 -5.31 -3.41 -4.08  0.0003
H51 0.61 3.81 -4.88  0.0000
H52 -1.56 -2.87 -0.05  -0.0020

***

Max |F|, respectively: 5.40, 2.85 eV/Å.